Entry 1:
Entry from the OMol25 dataset: 2 unconnected molecules or ions with the total composition C5H14 in a non-equilibrium geometry (ωB97M-V/def2-TZVPD).

Summary:
Frontier orbital gap = 0.4385 Ha
ΔE to the lowest compared entry with this formula, charge and spin = 164.7 kJ/mol
HOMO level = -10.8314 eV
Max |F| = 3.1 eV/Å

Geometry as ORCA input:
```
! RIJCOSX wB97M-V def2-TZVPD def2/J DEFGRID3
* xyz 0 1
C 0.1015 0.6455 0.6311
C -0.7130 0.7242 1.9309
C -1.1454 -0.6191 2.5432
H 0.7093 -0.3035 0.3511
H 0.8613 1.4984 0.5331
H -0.5153 0.9087 -0.2306
H 0.0231 1.2079 2.7034
H -1.6133 1.5338 1.7597
H -1.9905 -1.2053 2.0857
H -0.3679 -1.3148 2.5343
H -1.3237 -0.5179 3.5471
C 1.4170 0.0074 -2.1502
C 0.0661 -0.6659 -2.4371
H 1.4427 1.0307 -2.1795
H 1.9629 -0.2498 -1.2439
H 2.2289 -0.1276 -2.8475
H -0.4798 -0.6994 -1.4831
H 0.0878 -1.6486 -2.9452
H -0.7516 -0.2048 -3.1024
*
```



Entry 2:
Entry from the OMol25 dataset: 2 unconnected molecules or ions with the total composition C5H14 in a non-equilibrium geometry (ωB97M-V/def2-TZVPD).

Summary:
Frontier orbital gap = 0.4614 Ha
ΔE to the lowest compared entry with this formula, charge and spin = 59.7 kJ/mol
HOMO level = -11.3728 eV
Max |F| = 1.7 eV/Å

Geometry as ORCA input:
```
! RIJCOSX wB97M-V def2-TZVPD def2/J DEFGRID3
* xyz 0 1
C 0.8354 -1.7576 -0.0318
C -0.6302 -2.0261 0.3499
C -1.5244 -1.4426 -0.7393
H 0.9477 -0.6953 0.1304
H 1.5740 -2.2627 0.5960
H 1.0619 -2.1560 -1.0152
H -0.8228 -1.4994 1.2814
H -0.8035 -3.0927 0.3725
H -1.2381 -0.4444 -1.0893
H -2.6057 -1.4926 -0.6513
H -1.3025 -2.0106 -1.6529
C 1.2099 2.0294 0.3324
C -0.1719 2.7215 0.3226
H 1.7741 1.9698 1.2699
H 1.1723 0.9914 0.0333
H 1.9311 2.4978 -0.3397
H -0.9069 1.9506 0.1104
H -0.2013 3.4193 -0.5122
H -0.2990 3.3001 1.2329
*
```



Entry 3:
Entry from the OMol25 dataset: 2 unconnected molecules or ions with the total composition C5H14 in a non-equilibrium geometry (ωB97M-V/def2-TZVPD).

Summary:
Frontier orbital gap = 0.4462 Ha
ΔE to the lowest compared entry with this formula, charge and spin = 132.7 kJ/mol
HOMO level = -11.0316 eV
Max |F| = 5.3 eV/Å

Geometry as ORCA input:
```
! RIJCOSX wB97M-V def2-TZVPD def2/J DEFGRID3
* xyz 0 1
C 0.3698 -1.1694 1.9184
C 0.6617 0.0407 0.9793
C 1.5755 1.1012 1.6685
H 1.0409 -1.9625 1.8622
H -0.6551 -1.3184 1.7204
H 0.2679 -0.7920 2.9153
H 1.0558 -0.3113 0.0350
H -0.3298 0.5191 0.7532
H 0.9243 1.6415 2.4568
H 2.2771 0.7079 2.3977
H 1.9849 1.5896 0.8940
C -0.8024 0.6712 -2.0471
C -1.4852 -0.6936 -2.3111
H -0.6281 0.8275 -1.0034
H 0.1700 0.8084 -2.5129
H -1.4253 1.3931 -2.5346
H -2.3764 -0.8261 -1.7168
H -1.8480 -0.7112 -3.2422
H -0.7774 -1.5155 -2.2328
*
```



Entry 4:
Entry from the OMol25 dataset: 2 unconnected molecules or ions with the total composition C5H14 in a non-equilibrium geometry (ωB97M-V/def2-TZVPD).

Summary:
Frontier orbital gap = 0.4434 Ha
ΔE to the lowest compared entry with this formula, charge and spin = 64.5 kJ/mol
HOMO level = -10.9544 eV
Max |F| = 2.6 eV/Å

Geometry as ORCA input:
```
! RIJCOSX wB97M-V def2-TZVPD def2/J DEFGRID3
* xyz 0 1
C 0.4159 -1.3166 1.3592
C -0.7830 -1.4209 0.4491
C -2.0672 -1.7702 1.1595
H 0.7103 -2.2227 1.9203
H 1.3856 -1.1500 0.9176
H 0.1815 -0.6531 2.2036
H -0.7868 -0.3760 0.0196
H -0.7545 -2.0127 -0.4799
H -2.1589 -1.1860 2.0995
H -2.9407 -1.4115 0.6037
H -2.1144 -2.8302 1.4301
C 1.4803 1.4319 -1.7303
C 0.7550 2.6482 -1.1738
H 1.3377 1.1678 -2.7611
H 2.5639 1.4644 -1.6505
H 1.1666 0.6288 -1.0810
H 0.5960 3.3991 -1.9827
H -0.2738 2.4214 -0.8897
H 1.2866 3.1881 -0.4131
*
```



Entry 5:
Entry from the OMol25 dataset: 2 unconnected molecules or ions with the total composition C5H14 in a non-equilibrium geometry (ωB97M-V/def2-TZVPD).

Summary:
Frontier orbital gap = 0.4379 Ha
ΔE to the lowest compared entry with this formula, charge and spin = 166.2 kJ/mol
HOMO level = -10.8038 eV
Max |F| = 4.7 eV/Å

Geometry as ORCA input:
```
! RIJCOSX wB97M-V def2-TZVPD def2/J DEFGRID3
* xyz 0 1
C 0.7321 -1.6923 1.3892
C 1.8624 -0.8955 0.7114
C 1.6374 0.5241 1.1108
H -0.0532 -1.7871 0.7058
H 0.2409 -1.3103 2.2617
H 1.0075 -2.7862 1.6685
H 2.8188 -1.2844 1.2408
H 2.0492 -1.3372 -0.2854
H 0.6837 1.0298 0.6833
H 1.4667 0.4953 2.2035
H 2.5330 1.1786 0.7792
C -1.4083 1.5611 -1.2564
C -2.1389 0.3687 -1.8173
H -1.0296 2.2335 -2.0094
H -2.2689 2.3349 -1.0002
H -0.9139 1.2161 -0.4007
H -3.2736 0.4982 -1.7352
H -1.9489 0.2521 -2.8932
H -1.9965 -0.5995 -1.3563
*
```



Entry 6:
Entry from the OMol25 dataset: 2 unconnected molecules or ions with the total composition C5H14 in a non-equilibrium geometry (ωB97M-V/def2-TZVPD).

Summary:
Frontier orbital gap (alpha / beta) = 0.3816 / 0.1172 Ha
ΔE to the lowest compared entry with this formula, charge and spin = 139.0 kJ/mol
⟨S²⟩ = 0.753
HOMO level (alpha / beta) = -13.7244 / -13.7024 eV
Max |F| = 4.5 eV/Å

Geometry as ORCA input:
```
! RIJCOSX wB97M-V def2-TZVPD def2/J DEFGRID3
* xyz 1 2
C 0.0947 0.4525 2.3079
C 1.5178 0.5388 1.8113
C -0.7562 -0.6956 2.0158
H -0.4610 1.3953 1.9319
H -0.0226 0.8287 3.3496
H 2.0505 -0.3528 2.1892
H 1.6568 0.4176 0.6830
H -0.1813 -1.6489 1.8648
H 1.9502 1.4404 2.0305
H -0.9422 -0.5794 0.8714
H -1.6649 -0.6907 2.6634
C -0.7737 -0.8578 -3.0209
C 0.0084 0.5175 -2.7884
H -0.2543 -1.7726 -2.9517
H -1.5411 -1.0393 -2.1989
H -1.6079 -0.7159 -3.7942
H -0.6289 1.3914 -2.6449
H 0.9044 0.6396 -2.2017
H 0.1967 0.9538 -3.7465
*
```



Entry 7:
Entry from the OMol25 dataset: 2 unconnected molecules or ions with the total composition C5H14 in a non-equilibrium geometry (ωB97M-V/def2-TZVPD).

Summary:
Frontier orbital gap (alpha / beta) = 0.4476 / 0.1754 Ha
ΔE to the lowest compared entry with this formula, charge and spin = 30.0 kJ/mol
⟨S²⟩ = 0.753
HOMO level (alpha / beta) = -15.3081 / -15.3027 eV
Max |F| = 1.5 eV/Å

Geometry as ORCA input:
```
! RIJCOSX wB97M-V def2-TZVPD def2/J DEFGRID3
* xyz 1 2
C -0.7804 -1.8839 1.4101
C 0.4694 -1.1344 1.8497
H -0.6154 -2.5100 0.5376
H -1.2140 -2.4499 2.2348
H -1.5605 -1.1832 1.1392
H 1.2942 -1.8306 2.0242
H 0.2875 -0.7049 2.8315
H 0.7897 -0.3192 1.1998
C 0.7093 1.1122 -1.1622
C 0.0008 0.2003 -2.1217
C -0.1947 1.9189 -0.3174
H 1.5001 0.5312 -0.6204
H 1.3516 1.8965 -1.6351
H -0.0422 0.8532 -3.0405
H -1.0630 -0.0381 -1.9746
H -0.4477 1.2754 0.5558
H 0.1979 2.8769 0.0167
H 0.5635 -0.7061 -2.3156
H -1.2461 2.0956 -0.6119
*
```



Entry 8:
Entry from the OMol25 dataset: a molecular structure, C5H14BClLaNTi in a non-equilibrium geometry (ωB97M-V/def2-TZVPD).

Summary:
Frontier orbital gap (alpha / beta) = 0.1211 / 0.1861 Ha
ΔE to the lowest compared entry with this formula, charge and spin = 36.0 kJ/mol
⟨S²⟩ = 2.010
HOMO level (alpha / beta) = 1.5720 / -0.2072 eV
Max |F| = 5.1 eV/Å

Geometry as ORCA input:
```
! RIJCOSX wB97M-V def2-TZVPD def2/J DEFGRID3
* xyz -2 3
La 0.5583 -0.2600 -2.6470
Cl 1.5568 1.0409 -0.3121
C -0.8664 0.1713 -4.4698
C 2.5430 -0.5780 -3.7982
H -0.6278 -0.5312 -5.2850
H -1.8470 -0.1405 -4.0410
H -0.9881 1.1730 -4.9032
H 2.3512 -1.1796 -4.7006
H 3.1205 -1.2108 -3.0911
H 3.1677 0.2754 -4.0870
Ti 0.0215 0.3217 1.2070
C -1.7821 1.1027 0.7437
C -0.3447 -1.5199 0.9964
H -2.2375 0.4936 -0.0564
H -2.3571 1.0057 1.6850
H -1.6797 2.1428 0.3952
H 0.2862 -2.4165 1.1586
H -1.3162 -1.6031 0.4695
B 0.0109 0.1691 5.6296
C 0.1588 0.5139 4.1742
N 0.2842 0.8363 3.0410
H 1.0083 -0.5004 5.8571
H -0.9978 -0.4790 5.7314
H -0.0230 1.1729 6.3027
*
```



Entry 9:
Entry from the OMol25 dataset: 2 unconnected molecules or ions with the total composition C5H14BN2O3S (ωB97M-V/def2-TZVPD).

Summary:
Frontier orbital gap = 0.3088 Ha
HOMO level = -12.3186 eV
Max |F| = 0.5 eV/Å

Geometry as ORCA input:
```
! RIJCOSX wB97M-V def2-TZVPD def2/J DEFGRID3
* xyz 1 1
N 1.9363 2.8360 1.3014
C 1.5731 1.8501 0.6113
C 1.2581 1.8211 -0.8774
S 0.0876 3.1015 -1.4139
B -1.5741 2.5335 -0.5663
O -1.4754 1.2953 -0.0698
O -2.6507 3.3036 -0.6664
H 2.0328 3.7178 0.7914
H 1.4904 0.8810 1.0990
H 0.7765 0.8885 -1.1745
H 2.1557 1.9565 -1.4836
H 0.4376 4.0985 -0.5738
H -2.3246 0.8326 0.0170
H -2.6164 4.2540 -0.8010
C -0.4483 -4.0843 -0.4394
C -0.9299 -2.6602 -0.3741
O -1.8587 -2.2410 -1.0472
N -0.2973 -1.7963 0.4738
C 0.8165 -2.0361 1.3628
H -1.0641 -4.6137 -1.1596
H 0.5956 -4.1332 -0.7520
H -0.5323 -4.5709 0.5330
H -0.7464 -0.8962 0.4108
H 0.5452 -1.8572 2.4043
H 1.6776 -1.4104 1.1207
H 1.1351 -3.0708 1.2734
*
```



Entry 10:
Entry from the OMol25 dataset: 5 unconnected molecules or ions with the total composition C5H14Cl2N4O8 in a non-equilibrium geometry (ωB97M-V/def2-TZVPD).

Summary:
Frontier orbital gap = 0.3744 Ha
ΔE to the lowest compared entry with this formula, charge and spin = 121.1 kJ/mol
HOMO level = -10.9990 eV
Max |F| = 4.2 eV/Å

Geometry as ORCA input:
```
! RIJCOSX wB97M-V def2-TZVPD def2/J DEFGRID3
* xyz 0 1
C 2.5655 -1.8999 -3.0251
N 1.8562 -2.8238 -3.9283
O 2.5327 -3.6161 -4.5823
O 0.6631 -2.7560 -3.9400
H 3.2048 -2.3585 -2.2707
H 1.7289 -1.4496 -2.4907
H 3.1062 -1.0776 -3.4937
C 4.7228 1.4201 1.0500
N 5.7515 1.1285 2.1287
O 5.9968 -0.0032 2.5242
O 6.2804 2.0963 2.6095
H 4.5467 2.4955 1.0232
H 3.8274 0.8455 1.2867
H 5.0111 1.1670 0.0297
C -1.2410 0.0014 3.3341
N -2.1368 -1.1237 2.9918
O -2.8621 -1.0210 1.9382
O -2.1219 -2.0485 3.8331
H -0.8282 -0.0472 4.3417
H -1.7500 0.9559 3.1997
H -0.5127 0.0187 2.5233
C -5.1821 1.0662 -0.5265
N -6.0465 1.5452 -1.6546
O -7.0070 0.8308 -1.9441
O -5.9615 2.7290 -2.0319
H -4.9693 1.9256 0.1092
H -4.2556 0.6227 -0.8914
H -5.7629 0.2412 -0.1141
Cl -1.5885 1.1979 -0.8003
C -0.2295 0.1061 -0.4303
Cl 1.0183 0.9598 0.3122
H -0.5468 -0.7318 0.1904
H 0.1905 -0.3964 -1.3016
*
```